Entry 1:
The following is a DFT calculation (the ωB97M-V functional and the def2-TZVPD basis) of a structure of composition C28H52ClOPRe.

Each line ends with the Mulliken charge.
CARTESIAN COORDINATES (ANGSTROEM)
Re -1.450 -0.188 1.249  1.28
Cl -0.986 -2.329 2.074  -0.52
P 0.410 -0.626 -0.467  -0.54
C -3.326 -0.266 1.572  -1.17
H -4.103 0.421 1.226  0.13
H -3.732 -1.156 2.070  0.55
C 1.505 0.841 -0.924  0.26
C -0.441 -1.268 -1.997  -0.36
C 0.747 1.929 -1.699  0.71
H 1.748 1.251 0.077  0.74
C 1.588 3.208 -1.820  -0.61
H 0.495 1.560 -2.705  0.09
H -0.209 2.155 -1.200  -1.43
C 2.978 2.946 -2.414  -0.82
H 1.047 3.939 -2.435  0.41
H 1.700 3.649 -0.818  0.36
C 3.707 1.775 -1.742  -0.99
H 2.874 2.736 -3.487  0.33
H 3.589 3.852 -2.325  0.43
C 2.833 0.516 -1.628  -0.38
H 4.624 1.529 -2.293  0.41
H 4.007 2.076 -0.728  0.37
H 2.629 0.115 -2.634  0.14
H 3.393 -0.259 -1.089  0.17
C 1.557 -2.007 0.086  0.42
C 0.338 -1.178 -3.323  -0.66
H -0.604 -2.338 -1.767  0.86
C -0.434 -1.925 -4.420  -0.94
H 0.463 -0.124 -3.613  0.17
H 1.348 -1.604 -3.232  0.18
C -1.872 -1.411 -4.580  -0.75
H 0.108 -1.841 -5.371  0.39
H -0.462 -2.992 -4.155  0.38
C -2.636 -1.298 -3.253  -0.93
H -1.845 -0.425 -5.065  0.30
H -2.418 -2.078 -5.257  0.43
C -1.817 -0.618 -2.138  0.42
H -3.570 -0.742 -3.409  0.41
H -2.913 -2.303 -2.906  0.39
H -1.697 0.450 -2.379  0.14
H -2.362 -0.659 -1.176  -0.48
C 2.512 -1.527 1.192  -0.29
H 0.835 -2.686 0.572  0.55
C 3.249 -2.718 1.827  -0.88
H 3.241 -0.811 0.786  0.25
H 1.947 -0.995 1.973  -0.23
C 3.914 -3.631 0.788  -0.69
H 4.001 -2.345 2.534  0.42
H 2.520 -3.301 2.407  0.33
C 2.974 -4.037 -0.354  -1.00
H 4.788 -3.117 0.366  0.31
H 4.289 -4.533 1.286  0.37
C 2.256 -2.839 -0.995  -0.38
H 3.527 -4.583 -1.128  0.42
H 2.208 -4.720 0.041  0.38
H 2.978 -2.223 -1.553  0.20
H 1.523 -3.213 -1.725  0.20
C -0.561 0.945 2.578  0.23
C -2.357 0.569 2.791  0.62
H -0.010 1.692 1.794  -0.17
C -2.702 -0.218 4.050  -0.99
H -2.630 1.614 2.904  0.33
C -1.988 0.196 5.364  -0.89
H -3.796 -0.238 4.187  0.41
H -2.478 -1.274 3.889  0.38
C -0.480 0.290 5.093  -0.65
H -2.405 1.175 5.680  0.34
H -2.234 -0.577 6.145  0.38
C -0.208 1.330 3.983  -1.19
H 0.027 0.601 6.012  0.40
H -0.067 -0.682 4.811  0.28
H -0.813 2.219 4.295  0.31
H 0.858 1.629 3.977  0.44
C -4.013 2.542 -0.039  -1.71
C -2.505 2.699 0.045  0.76
C -2.071 3.634 1.157  -1.28
O -1.852 1.432 0.138  -0.57
H -4.433 2.283 0.939  0.37
H -4.301 1.790 -0.779  0.33
H -4.453 3.502 -0.337  0.42
H -2.174 3.152 -0.904  0.30
H -2.385 3.266 2.141  0.20
H -0.986 3.787 1.165  0.18
H -2.555 4.607 1.003  0.48

**Multiplicity**: 4
**HOMO (alpha / beta)**: -5.9 / -8.0 eV
**Orbital gap (alpha / beta)**: 6.4 / 7.9 eV
**Largest force on an atom**: 8.85 eV/A

---

Entry 2:
The following is a DFT calculation (the ωB97M-V functional and the def2-TZVPD basis) of a cluster of 7 separate species, C28H52FN8O4PS2 in total.

Each line ends with the Mulliken charge.
CARTESIAN COORDINATES (ANGSTROEM)
O -5.929 -1.183 -2.284  -0.54
S -4.515 -1.655 -1.905  1.21
O -4.467 -3.173 -2.160  -0.59
F -4.203 -1.492 -0.219  -0.25
N -3.342 -0.785 -2.872  -0.21
P -3.600 0.989 -2.638  0.66
O -4.045 1.366 -1.014  -0.49
O -2.102 1.803 -2.969  -0.41
S -5.058 1.676 -3.767  -0.39
H -3.523 -0.915 -3.894  0.42
H -3.890 2.327 -0.814  0.29
H -1.777 2.052 -2.050  0.26
C 0.562 -1.145 -6.358  -1.13
C 0.946 -2.347 -5.502  -0.39
C -0.266 -3.145 -5.018  -0.50
C -1.155 -2.266 -4.172  0.31
N -1.872 -1.556 -3.489  -0.39
H -0.036 -0.423 -5.794  0.28
H 1.458 -0.623 -6.703  0.30
H -0.012 -1.456 -7.237  0.38
H 1.528 -1.997 -4.642  0.26
H 1.597 -3.005 -6.086  0.34
H 0.062 -4.002 -4.422  0.29
H -0.841 -3.524 -5.869  0.29
C 3.047 3.537 -2.417  -1.15
C 2.026 3.196 -1.338  -0.56
C 1.892 1.691 -1.100  0.41
C 1.439 1.010 -2.369  0.09
N 1.077 0.466 -3.384  -0.48
H 2.759 3.128 -3.390  0.41
H 3.131 4.621 -2.533  0.34
H 4.035 3.145 -2.158  0.16
H 1.054 3.615 -1.625  0.33
H 2.322 3.681 -0.403  0.37
H 1.160 1.499 -0.310  -0.08
H 2.849 1.265 -0.785  0.14
C -1.201 -1.065 1.380  -1.08
C -0.576 -1.547 2.686  -0.20
C 0.521 -0.612 3.201  -0.27
C 1.633 -0.520 2.185  0.27
N 2.522 -0.447 1.372  -0.59
H -0.466 -1.030 0.570  0.32
H -1.997 -1.746 1.067  0.31
H -1.634 -0.066 1.498  0.30
H -0.167 -2.551 2.534  -0.11
H -1.360 -1.630 3.445  0.46
H 0.927 -0.992 4.143  0.40
H 0.119 0.387 3.383  0.21
C 2.398 -5.761 2.508  -1.13
C 1.304 -6.819 2.400  -0.41
C -0.083 -6.218 2.159  -0.32
C -0.455 -5.312 3.307  0.26
N -0.752 -4.586 4.225  -0.51
H 2.233 -5.096 3.360  0.33
H 3.372 -6.236 2.651  0.34
H 2.446 -5.152 1.599  0.30
H 1.295 -7.415 3.320  0.29
H 1.547 -7.499 1.578  0.31
H -0.828 -7.015 2.076  0.30
H -0.096 -5.643 1.228  0.29
C 0.615 3.260 6.545  -1.09
C 2.072 3.014 6.166  -0.42
C 2.422 3.540 4.772  -0.36
C 1.572 2.847 3.735  0.29
N 0.893 2.292 2.906  -0.55
H -0.070 2.736 5.872  0.31
H 0.419 2.894 7.557  0.33
H 0.377 4.328 6.517  0.30
H 2.276 1.939 6.219  0.28
H 2.718 3.500 6.904  0.32
H 3.477 3.353 4.554  0.26
H 2.250 4.620 4.715  0.31
C 8.153 2.482 -1.822  -1.13
C 8.221 2.051 -0.360  -0.42
C 6.866 1.604 0.192  -0.30
C 5.879 2.743 0.112  0.22
N 5.090 3.655 0.047  -0.51
H 7.500 3.349 -1.957  0.34
H 9.146 2.764 -2.181  0.33
H 7.781 1.668 -2.453  0.30
H 8.609 2.884 0.237  0.28
H 8.935 1.227 -0.265  0.32
H 6.970 1.293 1.236  0.31
H 6.480 0.754 -0.378  0.27
C -7.224 0.498 -0.199  -0.72
C -8.740 0.360 -0.111  -0.62
C -9.482 1.561 -0.701  -0.40
C -9.108 2.814 0.051  0.26
N -8.808 3.817 0.653  -0.48
H -6.863 1.356 0.377  0.40
H -6.738 -0.393 0.207  0.23
H -6.901 0.619 -1.237  0.07
H -9.023 0.227 0.940  0.33
H -9.046 -0.547 -0.643  0.32
H -10.563 1.408 -0.627  0.31
H -9.230 1.687 -1.758  0.27

**Multiplicity**: 1
**HOMO**: -8.1 eV
**Energy relative to the best compared isomer or geometry (same formula, charge and spin)**: 144.61 kcal/mol
**Orbital gap**: 7.4 eV
**Largest force on an atom**: 15.92 eV/A

---

Entry 3:
The following is a DFT calculation (the ωB97M-V functional and the def2-TZVPD basis) of a structure of composition C28H52FeP2.

Each line ends with the Mulliken charge.
CARTESIAN COORDINATES (ANGSTROEM)
Fe 0.292 -1.255 -3.237  -0.17
C -0.327 -2.700 2.098  -0.24
C 1.019 -2.761 1.628  0.73
C 0.947 -1.292 3.399  0.98
C -0.372 -1.778 3.180  0.71
C 1.807 -1.903 2.448  0.42
C -1.472 -3.486 1.590  -1.23
H -1.262 -3.884 0.589  0.31
H -2.384 -2.873 1.540  0.30
H -1.688 -4.341 2.252  0.36
C -1.582 -1.440 3.954  -1.26
H -2.462 -1.323 3.306  0.28
H -1.456 -0.507 4.516  0.26
H -1.825 -2.227 4.684  0.36
C 1.362 -0.360 4.468  -1.23
H 1.539 -0.892 5.415  0.37
H 0.599 0.404 4.663  0.11
H 2.291 0.162 4.209  0.32
C 3.272 -1.711 2.358  -1.57
H 3.796 -2.342 3.095  0.36
H 3.548 -0.666 2.560  0.32
H 3.647 -1.984 1.364  0.37
C 1.512 -3.587 0.511  -1.80
H 1.904 -4.558 0.862  0.27
H 2.324 -3.079 -0.028  0.36
H 0.713 -3.792 -0.214  0.35
C -1.074 -0.225 -4.053  0.18
C -1.345 -1.643 -4.121  -0.52
C -0.723 -2.600 -5.091  -0.80
C 0.694 -2.168 -5.587  -1.19
C 1.586 -1.512 -4.577  0.00
C 1.555 -0.146 -4.102  -0.21
C 0.933 1.037 -4.843  -1.02
C -0.537 0.658 -5.177  -1.13
H -1.369 -2.719 -5.972  0.33
H 0.577 -1.579 -6.513  0.31
H -0.670 -3.617 -4.664  0.38
H -0.612 0.144 -6.148  0.30
H -1.669 0.361 -3.338  0.38
H -2.245 -2.036 -3.638  0.51
H -1.176 1.552 -5.264  0.48
H 0.956 1.906 -4.164  0.20
H 2.390 0.146 -3.451  0.61
H 1.509 1.349 -5.734  0.43
H 1.210 -3.097 -5.879  0.41
H 2.527 -2.073 -4.439  0.50
P -1.487 1.306 0.197  0.84
P 1.720 1.563 0.647  1.54
C -0.579 2.496 -0.838  -0.59
C 0.925 2.726 -0.556  -1.23
H -1.121 3.447 -0.736  0.51
H -0.693 2.159 -1.884  0.14
H 1.494 2.629 -1.496  0.47
H 1.075 3.744 -0.166  0.40
C 2.659 2.650 1.792  -1.52
H 2.929 2.044 2.672  0.26
H 2.034 3.490 2.124  0.40
H 3.572 3.025 1.309  0.44
C 3.040 0.873 -0.406  -1.37
H 3.453 1.683 -1.026  0.60
H 2.627 0.085 -1.058  -0.02
H 3.822 0.436 0.229  0.47
C -3.194 1.149 -0.339  -1.48
H -3.564 0.134 -0.125  0.44
H -3.252 1.316 -1.426  0.46
H -3.848 1.867 0.165  0.51
C -0.695 -0.274 -0.252  1.20
H 0.365 -0.305 0.058  -0.02
H -0.682 -0.459 -1.360  -1.77
H -1.191 -1.130 0.231  0.04
C -1.866 2.536 4.152  -1.51
C -2.384 2.218 2.750  0.70
C -3.024 3.480 2.152  -1.63
C -1.205 1.669 1.936  0.27
H -1.174 3.389 4.111  0.38
H -1.330 1.690 4.599  0.20
H -2.701 2.798 4.806  0.44
H -3.162 1.436 2.806  0.37
H -2.394 4.355 2.354  0.37
H -3.208 3.439 1.074  0.39
H -3.994 3.650 2.637  0.39
H -0.368 2.383 1.999  0.38
H -0.856 0.736 2.411  -0.67

**Multiplicity**: 6
**HOMO (alpha / beta)**: -7.9 / -9.6 eV
**Orbital gap (alpha / beta)**: 5.9 / 6.0 eV
**Largest force on an atom**: 4.27 eV/A
**Total charge**: +1

---

Entry 4:
The following is a DFT calculation (the ωB97M-V functional and the def2-TZVPD basis) of a structure of composition C28H52GeN3O4ReSe2Si3.

Each line ends with the Mulliken charge.
CARTESIAN COORDINATES (ANGSTROEM)
Re -0.661 0.206 -0.331  0.80
O 1.790 2.678 5.887  -0.50
C 0.724 3.339 5.251  -0.74
C 0.432 2.618 3.967  0.12
C 1.365 1.784 3.373  -1.16
C 1.058 1.159 2.181  -1.15
N -0.105 1.301 1.545  0.55
C -1.020 2.109 2.123  0.70
C -0.783 2.776 3.311  -0.94
C -2.277 2.258 1.373  0.43
C -3.357 2.985 1.843  -0.55
C -4.484 3.137 1.051  0.15
C -5.670 3.916 1.543  -0.61
O -5.226 4.798 2.546  -0.51
C -4.473 2.542 -0.204  -1.05
C -3.380 1.797 -0.593  -0.67
N -2.293 1.645 0.177  0.38
H 1.964 3.089 6.739  0.32
H 0.984 4.379 5.007  0.31
H -0.182 3.361 5.867  0.41
H 2.323 1.609 3.837  0.49
H 1.771 0.499 1.717  0.45
H -1.541 3.421 3.730  0.50
H -3.334 3.463 2.809  0.61
H -6.407 3.202 1.937  0.30
H -6.135 4.441 0.701  0.38
H -5.967 5.326 2.862  0.32
H -5.305 2.651 -0.886  0.49
H -3.352 1.320 -1.559  0.54
O -2.491 -4.989 -1.783  -0.49
C -3.656 -4.327 -1.336  -1.50
C -3.265 -2.887 -0.937  2.32
C -4.555 -2.301 -0.379  -1.67
O -4.398 -0.925 -0.074  -0.22
C -2.790 -2.210 -2.225  -1.77
Se -1.690 -0.588 -2.295  -0.11
C -2.150 -3.029 0.101  -1.53
Se -1.533 -1.448 1.066  0.09
H -2.714 -5.885 -2.053  0.36
H -4.087 -4.833 -0.464  0.52
H -4.419 -4.287 -2.122  0.46
H -4.842 -2.864 0.516  0.50
H -5.350 -2.428 -1.124  0.50
H -5.216 -0.618 0.337  0.27
H -3.644 -1.970 -2.862  0.62
H -2.169 -2.921 -2.772  0.76
H -1.266 -3.456 -0.371  0.43
H -2.465 -3.721 0.885  0.68
C 3.206 2.429 -1.978  -0.86
Si 3.586 1.009 -0.811  0.29
C 4.101 1.794 0.821  -1.16
C 5.116 0.180 -1.503  -1.19
Ge 1.773 -0.646 -0.583  0.74
Si 2.429 -2.233 1.145  0.19
C 4.234 -2.643 0.873  -1.03
C 1.397 -3.791 1.054  -0.93
C 2.245 -1.557 2.886  -0.95
Si 1.869 -1.818 -2.777  0.63
C 0.636 -3.229 -2.702  -0.08
C 3.531 -2.577 -3.130  -1.18
C 1.446 -0.545 -4.087  -0.91
H 4.117 3.020 -2.083  0.52
H 2.444 3.090 -1.575  -0.17
H 2.905 2.101 -2.972  0.36
H 5.000 2.388 0.649  0.53
H 4.354 1.041 1.571  0.29
H 3.354 2.462 1.239  0.26
H 5.941 0.884 -1.384  0.42
H 5.031 -0.024 -2.568  0.30
H 5.393 -0.743 -1.000  0.33
H 4.446 -3.046 -0.114  0.25
H 4.544 -3.388 1.606  0.45
H 4.857 -1.763 1.026  0.24
H 1.395 -4.262 0.073  0.22
H 0.369 -3.619 1.363  0.14
H 1.817 -4.505 1.766  0.52
H 2.941 -0.743 3.089  0.18
H 2.470 -2.357 3.592  0.58
H 1.233 -1.215 3.106  0.26
H 1.129 -4.130 -2.337  0.42
H 0.210 -3.478 -3.676  0.54
H -0.175 -2.985 -2.023  -0.94
H 3.825 -3.291 -2.364  0.28
H 4.330 -1.855 -3.264  0.32
H 3.437 -3.135 -4.064  0.44
H 0.690 0.160 -3.742  0.12
H 1.073 -1.014 -4.998  0.45
H 2.344 0.010 -4.357  0.33
C 0.273 4.062 -2.876  -1.37
C 0.051 2.857 -2.105  0.50
N -0.114 1.897 -1.499  -0.08
H 1.111 4.611 -2.450  0.40
H -0.623 4.681 -2.843  0.43
H 0.497 3.795 -3.908  0.33

**Multiplicity**: 1
**HOMO (alpha / beta)**: -12.9 / -12.9 eV
**Energy relative to the best compared isomer or geometry (same formula, charge and spin)**: 2.84 kcal/mol
**Orbital gap (alpha / beta)**: 6.0 / 6.0 eV
**Largest force on an atom**: 1.77 eV/A
**Total charge**: +2

---

Entry 5:
The following is a DFT calculation (the ωB97M-V functional and the def2-TZVPD basis) of a cluster of 9 separate species, C28H52N4O19 in total.

Each line ends with the Mulliken charge.
CARTESIAN COORDINATES (ANGSTROEM)
C 2.305 3.515 1.288  0.36
C 2.826 2.129 1.436  0.39
O 2.549 1.761 2.793  -0.24
C 1.509 2.567 3.201  0.54
O 0.890 2.354 4.193  -0.51
O 1.239 3.547 2.302  -0.35
H 1.776 3.540 0.328  -0.18
H 2.979 4.418 1.412  0.28
H 3.967 1.998 1.311  0.33
H 2.333 1.428 0.789  -0.40
C -0.155 -3.291 6.110  -0.50
C 0.396 -3.591 4.734  -0.16
O 0.116 -2.442 3.964  0.09
C -0.771 -1.724 4.592  0.27
O -1.308 -0.745 4.112  -0.41
O -0.980 -2.156 5.881  -0.46
H 0.590 -2.922 6.791  0.37
H -0.673 -4.213 6.402  0.30
H -0.105 -4.481 4.359  0.20
H 1.486 -3.794 4.723  0.17
C 3.216 -1.180 -4.819  -0.40
C 2.690 0.234 -4.927  0.34
O 1.359 0.072 -5.468  -0.26
C 1.020 -1.201 -5.357  0.68
O -0.032 -1.717 -5.609  -0.57
O 2.107 -1.983 -5.010  -0.36
H 3.741 -1.493 -3.917  0.32
H 3.954 -1.406 -5.616  0.23
H 3.260 0.885 -5.572  0.35
H 2.628 0.666 -3.952  -0.28
C -0.981 -1.168 1.256  1.50
C -0.621 0.284 1.336  0.18
O 0.369 0.304 0.305  0.26
C 0.169 -0.686 -0.565  -0.32
O 0.722 -0.745 -1.649  -0.80
O -0.656 -1.572 -0.058  -0.25
H -2.032 -1.333 1.498  -0.41
H -0.457 -1.759 1.989  0.07
H -0.014 0.553 2.164  0.10
H -1.396 0.894 0.988  0.05
C 1.528 5.544 -6.893  -1.19
C 1.423 5.620 -5.360  -0.19
O 2.133 4.552 -4.769  -0.35
C 1.696 4.185 -3.511  0.85
O 0.689 4.605 -2.978  -0.61
O 2.442 3.258 -3.079  -0.44
C 1.790 2.382 -2.068  -0.71
H 2.579 5.491 -7.168  0.32
H 1.003 6.428 -7.235  0.37
H 0.984 4.709 -7.331  0.30
H 0.361 5.605 -5.065  0.30
H 1.944 6.527 -5.057  0.29
H 1.314 1.503 -2.424  0.14
H 1.139 3.004 -1.421  0.52
H 2.691 2.060 -1.516  0.24
C 3.568 -3.797 3.209  0.09
O 3.889 -4.193 4.317  -0.60
N 3.408 -2.505 2.849  0.24
C 3.074 -2.115 1.507  -0.92
C 3.658 -1.484 3.886  -0.87
H 3.443 -4.471 2.369  0.32
H 3.863 -1.431 1.085  0.28
H 2.046 -1.752 1.535  0.27
H 2.968 -3.046 0.891  0.23
H 3.573 -2.129 4.748  0.32
H 4.595 -0.941 3.854  0.34
H 2.848 -0.720 3.978  0.21
C -1.955 0.917 -2.251  -0.12
O -1.943 1.370 -1.121  -0.75
N -2.426 1.495 -3.364  0.18
C -2.432 0.876 -4.714  -0.75
C -2.826 2.921 -3.246  -0.84
H -1.662 -0.130 -2.364  0.59
H -3.432 0.421 -4.860  0.28
H -1.668 0.100 -4.793  0.15
H -2.281 1.685 -5.437  0.33
H -2.934 3.109 -2.218  0.24
H -2.066 3.582 -3.647  0.21
H -3.742 3.143 -3.828  0.37
C -3.980 -0.008 1.902  -0.17
O -4.442 -1.119 1.814  -0.65
N -3.990 0.699 3.027  0.26
C -3.548 2.061 3.193  -1.06
C -4.456 -0.023 4.207  -1.02
H -3.597 0.525 0.991  0.46
H -3.494 2.490 2.212  0.37
H -2.524 2.013 3.592  0.32
H -4.289 2.546 3.835  0.41
H -4.140 0.454 5.093  0.45
H -5.575 0.050 4.272  0.31
H -4.172 -1.070 4.092  0.25
C -2.575 -3.757 2.113  -0.12
O -1.874 -4.016 3.061  -0.57
N -2.330 -4.262 0.850  0.18
C -3.192 -4.003 -0.266  -1.03
C -1.022 -4.788 0.439  -0.83
H -3.459 -3.050 2.150  0.46
H -3.770 -4.900 -0.610  0.33
H -2.638 -3.735 -1.119  0.34
H -4.025 -3.345 -0.083  0.35
H -0.458 -4.075 -0.206  0.15
H -0.476 -4.970 1.344  0.25
H -1.270 -5.642 -0.157  0.41

**Multiplicity**: 1
**HOMO**: -9.0 eV
**Orbital gap**: 9.3 eV
**Largest force on an atom**: 4.01 eV/A
**SMILES**: CCOC(=O)OC.O=C1OCCO1.O=C1OCCO1.O=C1OCCO1.O=C1OCCO1.CN(C)C=O.CN(C)C=O.CN(C)C=O.CN(C)C=O